1.
C8H15OP | ωB97M-V/def2-TZVPD

HOMO energy (alpha / beta) = -7.720 / -8.709 eV
relative energy (zero: lowest compared OMol25 entry of this formula, charge and spin) = 64.6 kcal/mol
multiplicity = 1
gap between HOMO and LUMO (alpha / beta) = 7.7 / 8.4 eV
DFT total energy = -730.246301 hartree

The geometry in XYZ format:
```
25
Properties=species:S:1:pos:R:3:forces:R:3
P -0.35554 -2.03059 -0.22060 -0.25 2.42 2.14
O -0.13829 -3.20286 -1.06271 0.31 -1.03 -0.99
C -2.17134 -1.82658 0.34682 3.39 0.76 2.40
C -0.68985 0.01526 -2.14486 1.31 2.53 -1.23
C 0.72261 0.39385 1.48960 1.32 -1.40 1.49
C 1.21877 1.62338 2.13203 -0.92 3.54 0.78
C -0.15181 0.58831 0.32314 -1.99 1.75 -0.09
C 1.63941 -0.20032 -1.09604 -1.58 -1.31 -0.68
C 1.22117 -0.74458 1.97374 -3.72 0.83 -3.89
C 0.07767 -0.27039 -0.87216 1.58 -2.31 0.24
H 2.05414 0.21710 -0.17317 0.64 -0.94 -0.62
H 1.78755 0.52938 -1.87507 0.31 0.10 -0.56
H -1.18831 0.57525 0.70442 0.07 0.09 -0.38
H -2.18095 -1.36083 1.39890 -0.25 -1.23 -1.55
H 1.91357 -1.24948 -1.44637 0.57 1.58 0.65
H -2.63306 -2.74234 0.15539 -0.97 -1.34 0.20
H 1.95363 -0.94746 2.64106 1.93 -0.81 2.08
H 2.07859 1.40611 2.69849 0.87 -0.24 1.21
H -0.37576 -0.55335 -3.04126 -0.10 -0.42 0.87
H -1.77273 -0.10602 -2.00321 0.28 0.66 -0.36
H 0.02698 1.63420 0.01524 -0.25 -0.22 -0.10
H -2.43132 -1.09551 -0.32844 -1.32 1.65 -1.49
H 0.48548 2.26668 2.77397 0.82 -1.66 -0.76
H 1.57132 2.45896 1.48142 -0.23 -0.90 -0.46
H -0.27403 1.10902 -2.52236 -1.81 -2.14 1.11
```
Positions in Å, forces in eV/Å.

Mulliken atomic charge list, values in e, 8 entries: P 0.641; O -0.643; C -1.039; C -1.515; C 0.920; C -1.481; C -1.159; C -1.436

=====

2.
C42H52MgN5O2 | ωB97M-V/def2-TZVPD

HOMO energy = -7.909 eV
relative energy (zero: lowest compared OMol25 entry of this formula, charge and spin) = 0.0 kcal/mol
charge = +1
multiplicity = 1
gap between HOMO and LUMO = 4.4 eV
DFT total energy = -2255.965353 hartree

The geometry in XYZ format:
```
102
Properties=species:S:1:pos:R:3:forces:R:3
Mg -0.30036 -1.02269 0.55959 0.43 0.11 0.27
O -1.39469 0.70282 0.53230 -0.17 0.12 -0.02
O -0.63804 -1.11184 -1.36153 -0.13 -0.08 -0.52
N -1.78467 -2.75405 0.61323 -0.06 0.04 0.01
N -0.63735 0.98906 -4.59402 0.03 -0.10 0.10
N -0.74969 -0.99604 2.63472 -0.10 -0.13 0.25
N -1.63081 2.59551 -1.23363 0.01 -0.07 0.03
N 1.76437 -0.83476 0.58414 -0.26 -0.15 0.15
C -3.96942 -2.13935 -2.21777 -0.04 0.00 -0.10
C -1.89443 -0.65691 -3.27510 0.02 0.12 -0.08
C -4.17465 -1.47415 -3.45783 0.02 -0.08 0.11
C 3.85466 2.65721 -0.92896 0.00 0.01 -0.01
C 5.72134 -3.88466 1.02485 0.00 -0.01 0.00
C 1.85951 1.34460 1.67159 0.01 0.02 0.04
C -3.13947 -0.74379 -3.95888 0.04 0.10 0.09
C -1.34518 3.07770 -2.57654 0.07 0.02 0.08
C 2.06213 -4.47691 0.26789 0.06 -0.04 0.05
C -1.76434 -3.76979 1.66983 0.08 0.00 -0.05
C -2.52681 3.47014 3.42669 0.02 -0.05 -0.04
C -1.73393 1.53993 1.44236 0.14 -0.12 0.01
C 2.37499 0.48470 0.50298 0.00 0.09 -0.03
C -1.71212 1.22249 2.83765 -0.01 -0.06 0.00
C -2.11460 2.16582 3.75894 0.00 0.04 0.01
C -0.73657 -0.03613 -3.76817 -0.12 0.08 -0.12
C -0.46585 -2.26681 3.30208 0.04 0.05 -0.03
C -2.81070 -2.07489 -1.49299 0.08 0.02 0.05
C -1.65279 2.01400 -4.88203 0.07 -0.07 -0.07
C 3.77052 -2.34684 0.80425 0.16 -0.01 0.08
C -2.50643 3.79901 2.09853 -0.01 -0.01 0.03
C 4.36472 2.05458 0.38096 0.01 -0.01 0.00
C 4.25467 -3.65012 0.76613 0.02 -0.03 0.01
C 2.30088 2.80490 1.55459 0.02 0.00 0.01
C -1.63790 -3.22050 3.08448 -0.01 -0.05 0.03
C 2.32635 2.59459 -0.94128 0.03 -0.01 0.02
C -1.27480 -0.08085 3.33883 0.01 0.18 -0.08
C 3.82872 2.87196 1.55751 0.00 0.00 0.01
C 1.59931 -3.17792 0.31024 -0.08 0.13 0.03
C -2.33166 2.52666 -3.61399 -0.05 -0.03 -0.03
C -2.11690 2.87390 1.10218 -0.01 0.10 -0.10
C 1.11598 -5.61386 -0.01617 0.00 -0.02 -0.02
C -2.92402 4.44748 4.49649 -0.01 0.01 0.02
C 1.76981 3.39161 0.24298 -0.01 0.01 0.00
C 2.41183 -2.03878 0.57464 -0.04 -0.10 -0.13
C 3.41471 -4.72201 0.49712 -0.08 0.04 0.01
C -5.47545 -1.64461 -4.18953 -0.02 0.02 -0.03
C 3.90808 0.59451 0.51313 0.04 0.10 -0.07
C -2.70574 -2.85861 -0.25648 0.01 0.06 -0.08
C -1.70788 -1.29160 -1.99957 -0.01 -0.09 0.15
C 1.89272 1.13404 -0.81761 0.01 0.04 -0.02
C -2.00543 3.33353 -0.22956 -0.03 -0.03 0.07
H 4.21745 2.47237 2.49820 0.00 -0.01 0.01
H 5.96227 -4.94614 0.99653 0.01 -0.01 0.00
H -2.90866 1.72557 -3.15598 -0.03 -0.03 0.00
H 0.21033 -0.42903 -3.40945 0.03 -0.01 0.03
H 4.33020 0.00368 -0.30435 -0.01 0.03 0.02
H 0.28210 -5.29417 -0.64413 -0.01 0.02 0.00
H -4.78362 -2.74134 -1.82481 -0.02 0.00 0.00
H 4.48990 -1.57907 1.03542 -0.08 -0.16 0.00
H -2.56277 -2.71951 3.38424 0.00 0.01 -0.01
H -1.11164 2.81930 -5.37926 -0.05 0.01 0.00
H -2.20949 4.38048 -0.44097 0.01 0.00 0.01
H 6.01397 -3.49841 2.00268 -0.01 0.01 0.01
H 2.05662 4.44411 0.15696 0.01 0.02 0.01
H -5.60299 -0.87586 -4.94995 0.00 0.00 -0.02
H -3.05252 3.29168 -3.90463 0.02 0.01 -0.01
H 0.80104 1.05703 -0.86230 -0.02 -0.01 0.01
H 1.94975 3.01987 -1.88088 0.00 0.02 -0.01
H -1.42423 1.61782 -0.96991 -0.01 0.04 0.00
H 0.76892 1.29513 1.69725 -0.03 -0.02 -0.01
H 1.62676 -6.42923 -0.52697 0.00 -0.01 -0.02
H 0.29899 1.21442 -4.89342 0.01 -0.01 0.02
H -3.46691 5.29092 4.07372 0.00 0.02 0.00
H -6.32191 -1.58460 -3.50586 -0.01 0.02 0.01
H 4.19549 3.69215 -1.02584 0.00 0.01 0.00
H 4.16604 3.90989 1.48292 0.00 0.02 -0.01
H -1.51302 -4.07883 3.74788 -0.01 0.00 0.01
H 0.67400 3.35061 0.24421 0.01 0.00 -0.01
H 3.80513 -5.73126 0.46138 0.01 -0.03 0.00
H 2.21756 0.90330 2.60750 0.01 0.01 0.00
H -2.65271 -4.40676 1.59729 0.02 -0.01 0.02
H -3.56495 3.97653 5.24155 -0.01 0.00 0.00
H 4.29852 0.19598 1.45124 -0.02 0.09 0.00
H -2.78845 4.79978 1.78918 -0.01 0.02 -0.01
H -1.34467 4.16766 -2.55863 -0.02 -0.01 0.01
H -3.49138 -3.61229 -0.12726 0.02 -0.01 -0.02
H -2.38795 1.64351 -5.59499 -0.02 -0.02 0.03
H 6.33685 -3.37898 0.27860 0.00 0.00 -0.01
H -3.25224 -0.27096 -4.92555 0.01 0.04 -0.06
H -2.09951 1.88478 4.80773 -0.01 0.00 0.02
H 1.90010 3.37529 2.39810 0.01 0.01 0.00
H 0.70196 -6.02730 0.90755 0.01 -0.01 0.02
H -0.30115 -2.10761 4.37190 -0.04 -0.03 0.01
H 0.55223 -3.01093 0.06745 0.06 -0.18 -0.13
H -2.04924 4.84033 5.01683 0.01 -0.01 0.01
H 2.28863 0.53692 -1.64738 -0.01 0.00 -0.01
H -5.52523 -2.61523 -4.68541 0.00 -0.02 0.00
H -1.41674 -0.23747 4.41380 0.00 0.01 0.01
H 0.45296 -2.67823 2.87649 0.02 -0.02 0.00
H -0.32249 2.76186 -2.79733 -0.02 0.04 -0.04
H 4.25898 2.10102 -1.77983 0.00 -0.01 -0.01
H -0.89255 -4.39656 1.46099 0.00 0.02 0.03
H 5.45764 2.07554 0.38827 -0.01 0.01 0.00
```
Positions in Å, forces in eV/Å.

Mulliken atomic charge list, values in e, 8 entries: Mg 2.452; O -0.684; O -0.959; N 0.251; N -0.048; N -0.124; N 0.730; N -0.461

=====

Question: Which value of multiplicity does entry 1 give?
Answer: 1

=====

Question: relative energy (zero: lowest compared OMol25 entry of this formula, charge and spin) of number 2 (C42H52MgN5O2)?
Answer: 0.0 kcal/mol

=====

Question: What is the formula in the second record?
Answer: C42H52MgN5O2

=====

Question: What is the formula in the first record?
Answer: C8H15OP